Computed, not measured: a molecular structure, C25H28CaCl2FN7O4S2, with the ωB97M-V functional and the def2-TZVPD basis.

Positions of all 70 atoms, in Å:
Ca 0.150 0.490 0.294
C -3.175 -0.113 1.233
C -3.032 -0.544 -0.222
N -1.722 -1.129 -0.527
C -1.526 -2.495 -0.069
C -1.129 -2.561 1.392
C -1.486 -3.649 2.175
C -1.106 -3.660 3.508
C -0.409 -2.579 4.017
C -0.089 -1.525 3.167
C 0.692 -0.338 3.675
N 0.419 0.882 2.938
C -0.702 1.676 3.430
C -2.040 1.047 3.061
N -2.148 0.849 1.621
N -0.429 -1.535 1.876
H -3.089 -0.978 1.894
H -4.194 0.275 1.371
H -3.143 0.331 -0.861
H -3.848 -1.242 -0.456
H -1.571 -1.081 -1.528
H -0.725 -2.941 -0.665
H -2.419 -3.118 -0.218
H -2.060 -4.459 1.743
H -1.369 -4.492 4.149
H -0.119 -2.534 5.058
H 1.753 -0.568 3.551
H 0.498 -0.231 4.751
H 1.254 1.448 2.863
H -0.626 2.662 2.971
H -0.665 1.815 4.520
H -2.853 1.660 3.473
H -2.126 0.068 3.538
H -2.306 1.731 1.142
S 2.832 -0.531 0.883
C 3.087 0.628 -0.361
N 2.142 1.019 -1.176
C 2.617 1.887 -2.150
C 1.856 2.404 -3.196
C 2.466 3.259 -4.095
C 3.814 3.604 -3.961
C 4.580 3.081 -2.934
C 3.975 2.210 -2.036
S 4.648 1.359 -0.675
H 0.810 2.141 -3.292
H 1.890 3.674 -4.913
H 4.267 4.284 -4.669
H 5.623 3.349 -2.826
Cl 0.607 -1.268 -3.079
C 2.193 -1.905 -2.551
Cl 3.515 -1.185 -3.464
H 2.185 -2.972 -2.735
H 2.316 -1.659 -1.500
F 2.819 6.484 -2.394
C 2.318 5.609 -1.521
C 1.027 5.274 -1.546
N 0.491 4.379 -0.636
C -0.942 4.062 -0.686
C -1.195 2.872 -1.642
O -1.361 3.150 -2.824
O -1.158 1.721 -1.108
C 1.288 3.718 0.247
O 0.861 2.844 1.007
N 2.596 4.111 0.283
C 3.235 5.044 -0.541
O 4.406 5.304 -0.414
H 0.336 5.669 -2.276
H -1.448 4.951 -1.058
H -1.274 3.850 0.327
H 3.196 3.585 0.905

The calculation puts the HOMO energy at -7.49 eV. Its HOMO-LUMO gap is 7.75 eV. As for the total charge: 0. The energy is -112879.7975 eV.